No. 1
ORCA calculation (the ωB97M-V functional and the def2-TZVPD basis) on C36H66BCl2N11PSTi as an isolated structure.

The relative energy (zero: lowest compared OMol25 entry of this formula, charge and spin) is 17.2 kcal per mole. As for the spin multiplicity: 1. The net charge is +3. For the frontier orbital gap (spin up / spin down), the calculation gives 0.2070 / 0.2070 Ha. Its strongest force on any atom is 4.6 eV/A.

CARTESIAN COORDINATES (ANGSTROEM)
Ti 11.66094 12.56975 9.34961
C 10.92792 14.72464 14.17805
C 11.24606 13.59011 13.28140
C 11.42248 12.28204 13.63321
C 11.60645 11.55673 12.46780
N 11.50248 12.43021 11.38777
N 11.28791 13.71506 11.94922
B 10.97558 14.92275 10.97967
N 9.83825 14.72324 10.05963
N 9.72280 13.57808 9.28225
C 8.49786 13.67233 8.69376
C 7.84591 14.82314 9.11021
C 8.71267 15.50289 9.89536
C 8.46929 16.82416 10.52158
C 7.92970 12.67299 7.66238
C 8.63182 12.93786 6.28993
C 8.20004 11.32696 8.18386
C 6.41561 12.81962 7.55125
N 12.23970 15.18222 10.04956
N 12.38376 14.37217 8.90369
C 13.12404 15.06725 7.99700
C 13.54077 16.26110 8.60227
C 12.96144 16.24817 9.85567
C 12.98633 17.43588 10.78664
C 13.49671 14.50283 6.62462
C 13.54008 15.68350 5.67153
C 14.90148 13.84752 6.52235
C 12.43107 13.55957 6.22385
C 11.82998 10.05901 12.49699
C 12.58254 9.69510 11.24894
C 10.42187 9.46026 12.45633
C 12.56534 9.64797 13.79254
H 11.08014 14.41346 15.21303
H 11.53172 15.62172 13.96848
H 9.87904 14.99092 14.02306
H 11.45442 11.98939 14.65693
H 10.89437 15.84943 11.73024
H 6.89789 15.19390 8.79994
H 7.42025 17.13101 10.54224
H 8.85495 16.94358 11.57091
H 8.97871 17.63590 9.96923
H 9.71036 12.72178 6.38412
H 8.10179 12.34175 5.53884
H 8.46961 13.99791 5.98965
H 9.30705 11.21455 8.38075
H 7.65651 11.04033 9.02356
H 7.95009 10.54861 7.45896
H 6.12451 13.78023 7.06712
H 5.96180 12.09006 6.88497
H 5.85026 12.68905 8.49336
H 14.14960 17.07991 8.26366
H 13.19040 18.37096 10.19116
H 11.97230 17.53304 11.27226
H 13.72188 17.24505 11.49019
H 14.41954 16.31867 5.89780
H 13.64713 15.33213 4.64176
H 12.62629 16.24794 5.72300
H 15.66828 14.48214 6.94288
H 14.94870 12.82554 6.94279
H 15.14270 13.84419 5.46729
H 11.53685 14.04097 5.99471
H 12.67540 12.98259 5.23163
H 12.32348 12.62193 6.88910
H 12.56309 8.60656 11.22684
H 13.62048 9.97153 11.17034
H 11.99634 10.05284 10.36216
H 9.75123 10.02268 11.80594
H 10.48158 8.46500 12.04804
H 9.96248 9.50656 13.44806
H 13.52178 10.18523 13.92831
H 11.91020 9.69851 14.65546
H 12.79961 8.61170 13.59328
C 11.57745 6.98367 7.64680
N 10.27210 7.68507 7.63978
C 9.93507 8.14283 6.25921
N 11.00859 8.89090 5.63929
C 12.25413 8.14747 5.73876
N 12.61906 7.83726 7.10875
C 12.89992 9.05929 7.85099
P 11.35355 10.20565 8.02195
C 10.14587 8.75487 8.57721
C 11.01064 10.23229 6.17309
H 11.45649 6.08656 7.05771
H 11.83892 6.71931 8.73688
H 8.94113 8.65632 6.27211
H 9.79742 7.20561 5.68271
H 13.00807 8.66769 5.13844
H 12.04603 7.26180 5.17179
H 13.69406 9.60340 7.40009
H 13.14420 8.80905 8.88893
H 10.50757 8.51753 9.58275
H 9.13078 9.07620 8.70716
H 11.82195 10.85278 5.68734
H 10.03208 10.71712 6.00886
Cl 7.55140 11.18980 13.88364
C 6.14980 12.09863 13.25482
Cl 6.41569 13.40836 12.03780
H 5.67283 12.59434 14.03929
H 5.54584 11.27604 12.77814
C 18.59686 11.67197 10.15227
C 17.76047 12.61342 9.31204
N 16.40011 12.08914 9.15485
C 15.25101 12.37409 9.69960
S 13.84154 11.64226 8.91240
N 15.04541 13.06160 10.79717
C 15.93015 13.57737 11.85553
C 16.07442 15.08092 11.85024
H 19.52343 12.14340 10.48874
H 18.84251 10.78760 9.59088
H 18.02848 11.32645 10.99813
H 18.25878 12.64850 8.37461
H 17.65868 13.63890 9.60185
H 16.38683 11.40654 8.42392
H 14.07932 13.26624 11.02308
H 16.88007 13.10401 11.73685
H 15.58071 13.16924 12.80078
H 16.69544 15.58274 11.09661
H 16.49497 15.46462 12.75833
H 15.10524 15.52193 11.77703

Atom charges from the Löwdin analysis, given in e for atoms 1 to 99: 0.93, 0.02, -0.24, 0.06, -0.17, 0.00, 0.06, -0.51, 0.04, 0.03, -0.18, 0.03, -0.22, 0.01, -0.53, 0.00, -0.09, -0.04, 0.06, -0.05, -0.15, 0.09, -0.28, 0.04, -0.54, -0.03, -0.02, -0.08, -0.54, -0.10, -0.03, 0.00, 0.10, 0.10, 0.11, 0.14, 0.12, 0.13, 0.10, 0.10, 0.11, 0.05, 0.10, 0.11, 0.00, 0.09, 0.10, 0.11, 0.10, 0.10, 0.14, 0.13, 0.10, 0.05, 0.11, 0.11, 0.10, 0.09, 0.03, 0.10, 0.07, 0.15, 0.01, 0.10, 0.08, -0.01, 0.08, 0.09, 0.08, 0.11, 0.09, 0.10, -0.13, -0.12, -0.14, -0.14, -0.16, -0.12, -0.31, 0.98, -0.24, -0.29, 0.14, 0.16, 0.15, 0.15, 0.15, 0.13, 0.04, 0.07, 0.07, 0.07, 0.10, 0.07, 0.53, -0.95, 0.50, 0.00, 0.05

***

No. 2
ORCA calculation (the ωB97M-V functional and the def2-TZVPD basis) on a 4-piece molecular cluster, C36H68BClNO6PS overall.

As for the spin multiplicity: 1. For the frontier orbital gap, the calculation gives 0.2501 Ha. As for the SMILES: CCB(O)c1c(Cl)cc2c(c1P(O)(O)=S)C(=O)N(CCCCCCCOC)C2=O.CCCCCC.CCCCCC.CCCCCC. Its strongest force on any atom is 9.0 eV/A.

CARTESIAN COORDINATES (ANGSTROEM)
C 7.72597 1.84523 -0.66101
C 6.92814 0.42022 -0.51742
B 5.58353 0.27425 -1.45159
O 5.26751 -1.11457 -1.93875
C 4.68231 1.60672 -1.76604
C 4.65214 2.12685 -3.35510
Cl 5.56090 1.23556 -4.73144
C 3.77672 3.48120 -3.79503
C 3.01643 4.26608 -2.57332
C 3.05641 3.74546 -1.01922
C 3.88017 2.36498 -0.55506
P 3.78634 1.88142 1.27127
O 4.34625 0.30401 1.71027
O 4.57390 3.09248 2.28112
S 1.86836 1.92151 1.78436
C 2.18655 4.81758 -0.14431
O 2.18395 5.16071 1.14557
N 1.30071 5.48965 -1.21082
C 0.07363 4.60602 -1.23893
C -1.12546 5.43460 -0.45128
C -1.82578 4.55493 0.75390
C -3.48088 4.42058 0.58851
C -3.85292 2.87820 1.04210
C -3.44735 1.79046 -0.14748
C -4.69806 0.72971 -0.40002
O -5.85424 1.53880 -0.84847
C -5.73098 1.58099 -2.31991
C 2.09097 5.61760 -2.52229
O 2.10962 6.59514 -3.43299
H 8.51254 1.74954 -1.54396
H 8.26765 2.05871 0.38012
H 7.04829 2.77770 -0.86456
H 7.70032 -0.42916 -0.84403
H 6.73961 0.23195 0.63705
H 5.83457 -1.32844 -2.74364
H 3.72318 3.89885 -4.88794
H 3.77096 0.02289 2.50719
H 4.69480 3.87329 1.64135
H 0.29990 3.65780 -0.55886
H -0.21784 4.25347 -2.31586
H -0.67948 6.40533 0.06307
H -1.91923 5.77090 -1.24835
H -1.65804 5.11519 1.78423
H -1.37661 3.47969 0.88202
H -4.03510 5.20900 1.27096
H -3.73092 4.63338 -0.55672
H -3.22764 2.62430 1.99867
H -4.99181 2.74706 1.33946
H -2.51556 1.12987 0.17216
H -3.14046 2.36697 -1.14435
H -4.42532 -0.07600 -1.23695
H -4.95893 0.16538 0.59666
H -5.96085 0.49157 -2.73164
H -6.49134 2.39377 -2.70522
H -4.63764 1.86843 -2.68134
C -5.46204 -3.76551 -1.73157
C -6.54791 -3.01894 -2.48995
C -7.74169 -2.63640 -1.60814
C -8.50829 -3.81655 -1.00061
C -9.06620 -4.82054 -2.01149
C -10.09012 -4.21230 -2.95539
H -5.82528 -4.71614 -1.33349
H -4.62379 -3.98735 -2.39951
H -5.08251 -3.16129 -0.90229
H -6.87978 -3.61826 -3.34569
H -6.11694 -2.10233 -2.90668
H -8.42892 -2.01821 -2.19814
H -7.38763 -1.99509 -0.79115
H -9.33821 -3.41594 -0.40442
H -7.86016 -4.34953 -0.29546
H -9.54373 -5.64017 -1.46087
H -8.25475 -5.27340 -2.59128
H -10.93583 -3.79603 -2.39785
H -10.47732 -4.97638 -3.63715
H -9.65560 -3.41618 -3.56695
C -5.85560 -5.38963 1.57962
C -6.85827 -6.50618 1.33552
C -7.89920 -6.63357 2.45323
C -7.33397 -6.98671 3.83356
C -6.52511 -8.28411 3.89373
C -7.34454 -9.51611 3.54726
H -5.26753 -5.56272 2.48423
H -5.15630 -5.32421 0.74014
H -6.36369 -4.42520 1.67204
H -6.32781 -7.45519 1.19559
H -7.38241 -6.30664 0.39476
H -8.64011 -7.38603 2.15756
H -8.44889 -5.68738 2.53503
H -8.17174 -7.05864 4.53901
H -6.70655 -6.16316 4.19342
H -6.13158 -8.40220 4.91068
H -5.65332 -8.22446 3.23334
H -8.19590 -9.62247 4.22786
H -6.72827 -10.41692 3.63269
H -7.72579 -9.47490 2.52278
C 13.00108 5.80235 0.37804
C 13.56979 4.44550 0.76163
C 12.81618 3.27527 0.12000
C 11.34330 3.14779 0.52482
C 11.09053 3.00754 2.02734
C 11.70655 1.75235 2.62262
H 11.96926 5.92079 0.71778
H 13.59261 6.59999 0.83836
H 13.03045 5.94284 -0.70650
H 13.57860 4.34362 1.85302
H 14.61624 4.40121 0.44140
H 13.34395 2.34471 0.36097
H 12.86865 3.37583 -0.97144
H 10.92097 2.27432 0.01160
H 10.78547 4.01494 0.15297
H 10.00730 2.97803 2.19690
H 11.46017 3.88844 2.56311
H 11.31317 0.85496 2.13344
H 11.47318 1.68583 3.69016
H 12.79596 1.74888 2.52370

Atom charges from the Löwdin analysis, given in e for atoms 1 to 99: -0.14, -0.17, -0.38, 0.00, -0.02, -0.42, 0.54, 0.04, 0.01, 0.01, -0.15, 0.41, -0.29, -0.27, 0.26, -0.25, 0.00, -0.06, -0.15, -0.15, -0.20, -0.20, -0.21, -0.17, -0.23, -0.27, -0.13, -0.20, 0.01, 0.09, 0.08, 0.07, 0.12, 0.11, 0.11, 0.11, 0.09, 0.08, 0.12, 0.15, 0.12, 0.11, 0.12, 0.09, 0.11, 0.11, 0.11, 0.12, 0.12, 0.11, 0.12, 0.13, 0.09, 0.11, 0.10, -0.11, -0.27, -0.22, -0.22, -0.27, -0.12, 0.05, 0.07, 0.07, 0.10, 0.09, 0.10, 0.11, 0.11, 0.07, 0.10, 0.10, 0.08, 0.07, 0.07, -0.11, -0.27, -0.22, -0.23, -0.28, -0.12, 0.07, 0.06, 0.08, 0.10, 0.08, 0.10, 0.11, 0.11, 0.10, 0.11, 0.10, 0.08, 0.07, 0.07, -0.12, -0.27, -0.23, -0.24

***

Which formula does entry 1 have? C36H66BCl2N11PSTi

***

Among the records above, which one has the lowest strongest force on any atom? C36H66BCl2N11PSTi

***

What is the formula in the first record? C36H66BCl2N11PSTi